# 1
78
Properties=species:S:1:pos:R:3:forces:R:3:lowdin_charge:R:1 method="wB97M-V/def2-TZVPD" orbital_gap_ha=0.3210 multiplicity=1 homo_energy_ev=-8.1
N 1.6305 8.8813 9.7441 -1.055 -0.596 0.039 0.006
C 1.0846 9.9360 9.0753 -1.020 -0.595 -0.282 -0.133
C -0.2244 9.5756 8.7720 0.440 0.577 0.164 -0.134
C -0.5088 8.2842 9.2756 1.143 0.093 0.649 -0.107
C 0.6682 7.8674 9.9003 0.331 0.660 -0.155 -0.128
H 2.5953 8.8604 10.0270 -0.132 -0.245 0.184 0.146
H 1.6426 10.8406 8.8830 -0.071 -0.117 -0.003 0.110
H -0.9633 10.1974 8.3219 -0.153 0.385 -0.417 0.085
H -1.4868 7.8034 9.2070 0.632 -0.032 0.178 0.102
H 0.9164 7.0081 10.5067 -0.090 -0.053 -0.286 0.101
N 1.8147 13.0261 12.2552 -0.010 -0.261 -0.609 0.034
C 3.1196 13.0920 12.6453 -0.201 -0.291 1.133 -0.159
C 3.8337 13.7248 11.6883 0.962 0.222 -0.600 -0.140
C 2.9736 14.0067 10.6029 -1.124 -0.336 0.624 -0.105
C 1.7039 13.5562 10.9858 0.859 0.150 0.238 -0.132
H 1.0762 12.5052 12.7280 0.243 0.341 -0.121 0.098
H 3.4728 12.7090 13.5949 -0.290 0.036 -0.111 0.105
H 4.8933 13.9566 11.7387 -0.260 -0.093 -0.004 0.094
H 3.2984 14.4987 9.7091 -0.308 0.105 -0.332 0.080
H 0.7332 13.5616 10.5204 0.076 0.076 -0.207 0.089
N -0.3229 10.3366 12.1041 -0.611 0.615 -0.802 0.027
C -0.0112 10.2115 13.4014 0.232 -0.634 1.147 -0.156
C -0.6109 11.2474 14.0659 -0.490 0.983 0.473 -0.112
C -1.2956 12.0900 13.1179 0.540 -1.172 0.539 -0.075
C -1.1096 11.4486 11.9206 0.244 0.190 -0.852 -0.143
H -0.1699 9.6640 11.3734 0.259 -0.120 -0.118 0.092
H 0.5556 9.3573 13.7659 -0.246 0.355 -0.068 0.110
H -0.6960 11.4508 15.1216 0.500 -0.296 0.068 0.075
H -1.8163 12.9982 13.4010 0.037 -0.240 -0.461 0.080
H -1.3252 11.6994 10.8977 -0.398 0.200 -0.024 0.104
F -4.6208 13.5402 10.5907 0.302 0.262 0.163 0.059
C -3.7787 14.2607 11.3745 -0.862 -0.571 -0.134 -0.303
C -2.5655 14.6445 10.9245 1.006 0.122 -0.423 -0.030
C -1.7279 15.3499 11.7834 0.918 0.115 -1.424 -0.090
C -2.0674 15.7021 13.0631 0.054 -0.273 -0.005 -0.095
C -3.2837 15.2369 13.5008 -0.620 0.109 0.694 -0.097
C -4.1384 14.5414 12.6547 -0.784 -0.098 1.531 -0.023
H -2.2517 14.3383 9.9390 0.146 0.159 -0.155 0.121
H -0.7646 15.5954 11.3609 0.217 0.211 0.201 0.101
H -1.3927 16.2330 13.7215 -0.002 -0.011 -0.110 0.113
H -3.5514 15.4046 14.5422 -0.217 -0.056 -0.229 0.105
H -5.0660 14.1481 13.0481 -0.116 0.061 -0.083 0.121
F -4.3270 5.9652 16.6513 -0.102 0.083 -0.177 0.054
C -3.9338 6.7984 15.6637 0.510 -0.893 -1.045 -0.288
C -4.0340 8.1450 15.8149 -0.028 0.969 -0.301 -0.025
C -3.5184 8.9820 14.8179 0.533 -0.159 -0.265 -0.054
C -2.9017 8.4690 13.6530 -0.789 0.708 1.424 -0.071
C -2.8790 7.0952 13.5152 0.300 0.039 -0.366 -0.098
C -3.3847 6.2713 14.4912 -0.176 -0.832 0.886 -0.025
H -4.5192 8.5578 16.6812 0.046 0.129 0.288 0.111
H -3.5197 10.0492 15.0299 -0.078 -0.109 -0.309 0.099
H -2.4516 9.1543 12.9488 -0.078 -0.102 -0.104 0.081
H -2.4117 6.6165 12.6668 0.014 0.113 -0.200 0.101
H -3.2834 5.1969 14.3601 -0.176 0.117 0.200 0.116
F 1.3531 8.4472 15.7801 0.144 -0.727 -0.922 0.080
C 1.4659 9.0784 16.9311 -0.412 -0.014 1.621 -0.296
C 1.8853 10.3832 16.9601 0.125 0.434 0.445 -0.026
C 1.8662 11.0472 18.1828 -0.055 0.120 0.913 -0.097
C 1.4288 10.4738 19.4004 0.728 -0.149 -1.838 -0.076
C 1.1049 9.1264 19.2996 -0.226 -0.324 1.162 -0.112
C 1.1190 8.4247 18.1242 0.054 0.029 -1.547 -0.013
H 2.2464 10.9213 16.0913 -0.194 -0.258 -0.117 0.117
H 2.2347 12.0551 18.1563 -0.015 0.432 0.219 0.102
H 1.4382 11.0253 20.3317 -0.059 -0.083 -0.108 0.105
H 0.8372 8.5101 20.1497 -0.058 0.406 0.348 0.107
H 0.8358 7.3775 18.1188 0.026 0.123 -0.155 0.120
F -1.6687 13.3229 16.2720 0.353 0.354 -0.129 0.052
C -2.3238 12.6628 17.2408 -1.639 0.542 -0.740 -0.289
C -3.7013 12.8958 17.3491 0.961 -0.178 0.450 -0.008
C -4.4030 12.1946 18.3175 0.094 -0.157 -0.197 -0.089
C -3.7749 11.2266 19.0929 1.203 0.208 -0.232 -0.079
C -2.3918 11.0239 18.9128 -0.795 -0.237 0.512 -0.066
C -1.6606 11.7527 18.0005 0.427 -0.199 0.010 -0.022
H -4.1738 13.6456 16.7387 -0.048 0.068 -0.180 0.106
H -5.4514 12.4011 18.4247 -0.322 -0.039 0.143 0.100
H -4.3051 10.6751 19.8518 -0.121 -0.093 -0.002 0.098
H -1.8454 10.2884 19.4812 -0.138 -0.173 0.253 0.096
H -0.5959 11.6124 17.8622 -0.088 -0.086 0.045 0.094

***

# 2
84
Properties=species:S:1:pos:R:3:forces:R:3:lowdin_charge:R:1 method="wB97M-V/def2-TZVPD" orbital_gap_ha=0.2988 multiplicity=1 homo_energy_ev=-11.5 charge=+1
C 6.5768 1.9086 -0.6626 -0.770 0.349 0.542 -0.026
B 5.2395 1.6884 -1.4285 1.753 0.489 -0.174 -0.685
O 5.0265 2.2926 -2.6044 -0.390 -1.067 -0.037 0.133
S 3.9049 0.5371 -0.6645 -0.919 0.089 0.025 1.189
C 4.0585 -1.1311 -1.4125 -0.194 -0.923 -0.481 -0.343
C 2.7017 -1.6895 -1.8443 -0.512 0.077 0.055 -0.248
C 1.6028 -1.5882 -0.7663 0.264 0.593 -0.281 -0.147
C 0.7787 -0.3142 -0.8768 -0.029 0.005 0.564 -0.267
C 0.3024 0.1596 -2.0951 0.305 -0.272 -0.187 -0.044
C -0.4406 1.3281 -2.1998 0.407 -0.316 0.375 -0.090
C -0.7504 2.0292 -1.0385 0.867 0.123 -0.546 -0.245
C -0.2969 1.5605 0.1830 0.274 -0.023 0.566 -0.122
C 0.4751 0.4083 0.2769 -0.277 0.156 -0.514 -0.050
H 7.0497 0.9615 -0.3908 0.077 0.019 -0.087 0.065
H 7.2465 2.5433 -1.2374 0.088 -0.153 -0.087 0.081
H 6.3752 2.4335 0.2820 0.110 -0.111 0.051 0.085
H 4.5383 1.7473 -3.2416 -0.416 0.480 -0.056 0.068
H 4.3419 0.3952 0.6010 0.295 -0.157 -0.236 0.026
H 4.6785 -1.0270 -2.3037 0.290 0.073 0.217 0.051
H 4.5211 -1.8175 -0.7059 0.272 0.368 0.168 0.093
H 2.4298 -1.1781 -2.7657 -0.283 0.018 0.092 0.043
H 2.7984 -2.7388 -2.1289 0.530 0.032 0.069 0.131
H 0.9450 -2.4568 -0.7818 0.052 -0.047 -0.135 0.128
H 2.1056 -1.5990 0.2070 -0.209 -0.098 0.106 0.108
H 0.5577 -0.4057 -2.9852 -0.207 0.107 -0.109 0.109
H -0.7568 1.6561 -3.1804 -0.133 0.122 0.077 0.111
H -1.3190 2.9416 -1.1355 0.208 0.194 0.261 0.063
H -0.5230 2.0678 1.1173 0.117 0.057 -0.388 0.025
H 0.8263 0.0886 1.2512 -0.005 -0.102 -0.021 0.116
C 10.1717 -0.5311 -1.6718 -0.122 -0.012 0.127 -1.529
Cl 9.3453 -2.0114 -1.1874 0.019 -0.036 0.029 0.515
Cl 9.2934 0.2477 -2.9923 0.197 0.081 0.011 0.504
Cl 10.3355 0.5687 -0.3029 0.019 -0.007 -0.023 0.542
H 11.1627 -0.7871 -2.0233 -0.014 0.002 -0.026 0.019
C -4.9310 1.0550 -0.7237 0.026 0.109 0.098 -1.487
Cl -3.3287 1.7619 -1.0022 -1.323 -0.471 -0.094 0.642
Cl -4.8020 -0.3246 0.3630 -0.044 0.085 -0.109 0.513
Cl -6.0445 2.2648 -0.0717 0.012 -0.009 -0.027 0.539
H -5.3239 0.7102 -1.6713 -0.011 0.030 0.003 0.016
C -3.7188 4.0539 2.7531 0.065 0.017 0.085 -1.511
Cl -4.3861 3.2201 4.1494 0.005 0.001 -0.048 0.536
Cl -3.0938 5.6568 3.1753 0.072 -0.202 -0.257 0.509
Cl -2.4425 3.0777 2.0124 -0.239 0.185 0.169 0.570
H -4.5084 4.1804 2.0233 0.027 -0.001 -0.023 -0.001
C 5.2793 0.1466 -5.6769 0.238 -0.156 -0.284 -1.546
Cl 5.7515 -0.6378 -7.1723 -0.034 0.007 0.074 0.582
Cl 3.7859 -0.5622 -5.0313 0.036 0.072 0.114 0.559
Cl 6.5732 0.0435 -4.4742 -0.151 -0.066 -0.018 0.548
H 5.0853 1.1937 -5.8854 0.087 -0.249 0.047 -0.081
C 2.8853 2.6887 -7.6148 0.062 -0.141 -0.248 -1.501
Cl 2.4099 1.0167 -7.9060 -0.044 0.092 0.018 0.541
Cl 3.5075 2.8857 -5.9610 -0.273 0.434 0.060 0.561
Cl 4.0854 3.2106 -8.7866 -0.013 0.010 0.060 0.564
H 2.0099 3.3167 -7.7161 0.005 0.012 0.080 0.018
C 7.8308 -4.8947 1.7875 0.219 -0.005 0.041 -1.550
Cl 8.6877 -4.0485 3.0710 -0.050 -0.011 -0.017 0.539
Cl 6.7315 -3.7907 0.9413 -0.101 0.029 -0.039 0.473
Cl 8.9594 -5.6263 0.6520 -0.050 0.010 0.002 0.536
H 7.2369 -5.6812 2.2340 -0.035 0.020 -0.022 0.015
C -5.8703 -3.6919 2.7664 0.038 -0.075 -0.100 -1.536
Cl -4.5705 -2.4943 2.7247 0.020 -0.048 0.142 0.494
Cl -6.5039 -3.9749 1.1457 0.041 0.011 0.192 0.493
Cl -5.3066 -5.1973 3.4907 -0.021 0.027 0.015 0.533
H -6.6701 -3.2994 3.3804 0.019 0.015 0.007 0.015
C -5.7332 6.5721 7.0790 0.115 -0.095 -0.007 -1.531
Cl -4.9526 7.7269 8.1640 -0.088 0.063 0.004 0.545
Cl -4.7627 6.3246 5.6266 -0.211 0.169 0.294 0.485
Cl -6.0189 5.0385 7.9027 -0.029 0.025 -0.013 0.532
H -6.6901 6.9823 6.7843 0.005 0.017 0.026 0.014
C -8.5241 -6.0302 -1.9926 0.060 -0.092 -0.015 -1.547
Cl -7.9395 -6.6442 -3.5384 -0.039 0.009 0.005 0.533
Cl -8.1242 -7.1428 -0.6869 0.148 0.058 0.066 0.512
Cl -7.8625 -4.4252 -1.6665 -0.108 0.017 -0.175 0.499
H -9.6020 -5.9468 -2.0477 0.004 0.001 0.002 0.003
C -2.2728 8.8490 10.5706 0.043 0.043 0.101 -1.571
Cl -0.6725 9.4412 10.1201 -0.016 -0.012 -0.035 0.522
Cl -2.1464 7.5420 11.7476 -0.021 -0.016 -0.039 0.524
Cl -3.2691 10.1622 11.2008 -0.017 -0.037 -0.058 0.522
H -2.7490 8.4568 9.6815 0.036 0.000 0.021 -0.049
C -10.5477 -10.2873 -1.0526 -0.028 -0.041 -0.005 -1.560
Cl -11.1819 -8.6425 -1.1404 -0.164 -0.010 -0.032 0.507
Cl -10.9285 -11.0189 0.5054 0.034 0.020 -0.007 0.530
Cl -11.1724 -11.2694 -2.3763 0.035 0.019 0.001 0.531
H -9.4706 -10.2361 -1.1483 -0.005 0.020 -0.001 0.004

***

# 3
10
Properties=species:S:1:pos:R:3:forces:R:3:lowdin_charge:R:1 method="wB97M-V/def2-TZVPD" de_lowest_kcal_mol=72.5 orbital_gap_ha="0.2472 / 0.3016" multiplicity=1 homo_energy_ev="-9.8 / -9.7"
C -0.5146 -0.9755 -0.4555 -1.726 0.468 3.715 -0.657
N 2.3079 0.2797 0.2869 0.150 -0.855 -0.598 0.108
O -1.5523 0.7021 1.4482 0.077 -0.107 2.201 -0.609
S -2.1348 1.6260 -1.0979 0.767 -0.077 -0.400 0.325
S -0.8060 0.9138 0.2381 -0.988 -1.270 -2.005 0.372
Cl -1.8722 -2.0185 0.0645 0.180 0.643 -0.319 0.542
H -0.5217 -0.9299 -1.4735 0.736 0.034 -2.579 -0.014
H 0.2742 -1.3246 0.1883 0.830 0.243 -0.699 0.002
H 1.8339 0.8402 0.9702 -0.131 0.674 0.658 -0.057
H 2.9855 0.8865 -0.1692 0.107 0.248 0.027 -0.012

***

# 4
90
Properties=species:S:1:pos:R:3:forces:R:3:lowdin_charge:R:1 method="wB97M-V/def2-TZVPD" orbital_gap_ha=0.3096 multiplicity=1 homo_energy_ev=-8.4
C 4.9559 0.4188 2.5617 -0.328 0.515 -0.310 -0.066
C 4.7366 -0.2041 1.0782 2.247 0.646 0.966 -0.222
O 3.6154 0.4307 0.4125 -2.058 -1.740 0.901 -0.074
C 2.3720 -0.1403 0.8184 -0.205 -2.022 1.559 -0.350
O 2.3120 -1.0123 1.7285 0.323 3.140 -3.214 0.037
C 1.0831 0.3482 0.0191 0.521 1.657 -0.013 -0.077
C 0.0887 1.2795 0.9197 0.394 -0.803 -0.565 -0.134
C -0.6815 0.2785 1.9018 1.641 0.303 -0.242 -0.268
N -1.7619 0.9094 2.7380 -0.440 -2.147 -2.592 -0.209
C -2.6470 1.7811 1.9491 -0.917 4.610 0.889 -0.504
O -2.8056 2.9712 2.3392 0.478 -4.809 -1.632 0.064
O -3.3357 1.4075 0.7742 2.028 -0.430 1.756 0.052
P -2.6828 -0.4817 3.4329 -2.283 0.141 2.247 0.882
N -1.5395 -1.7717 3.9238 -0.211 1.664 -2.268 -0.177
O -3.6457 -1.2367 2.2326 1.607 0.314 0.161 -0.341
H 3.9651 0.8456 2.9716 1.540 -0.954 -0.592 0.085
H 5.6663 1.3281 2.4968 -1.012 -1.517 0.099 0.068
H 5.3956 -0.3365 3.2964 -0.681 1.015 -1.088 0.084
H 4.7258 -1.3426 1.0633 -0.552 1.589 0.089 0.126
H 5.6788 0.1085 0.4837 -1.732 -0.489 0.622 0.124
H 0.4545 -0.5267 -0.3753 1.391 1.171 0.580 0.106
H 1.4363 1.0458 -0.8322 -0.505 -1.483 1.143 0.130
H 0.6774 2.1078 1.4517 -0.918 -1.362 -0.492 0.134
H -0.5865 1.8086 0.1548 0.712 -0.892 1.269 0.123
H -1.0499 -0.6551 1.3304 0.489 1.446 0.420 0.113
H 0.1090 -0.1177 2.6459 -1.256 0.646 -1.286 0.111
H -3.1131 0.4929 0.4861 -0.151 0.558 0.524 0.091
H -0.7642 -1.2276 4.3618 -0.556 -0.770 -0.289 0.036
H -1.1638 -2.2299 3.0633 0.025 0.255 0.928 0.031
H -4.4939 -0.7598 2.0833 0.710 0.041 0.399 0.015
C -6.8489 -1.3950 -1.7402 -0.749 -0.175 -0.461 -0.072
C -5.5041 -1.9502 -1.3956 0.467 -0.069 -0.444 -0.311
O -4.9387 -0.9420 -0.5832 -0.531 -0.148 0.251 0.120
C -5.9960 -0.3323 0.0268 -0.581 1.092 0.855 -0.515
O -5.8974 0.3821 0.9824 -0.108 -0.893 -0.602 0.163
O -7.1737 -0.6421 -0.5793 0.868 0.004 0.426 0.090
F -4.7365 -2.0918 -2.5035 0.186 -0.165 0.000 0.078
H -6.8236 -0.7312 -2.6067 0.271 -0.136 0.126 0.125
H -7.5878 -2.1771 -1.9196 -0.030 0.172 0.176 0.147
H -5.5341 -2.8942 -0.8435 0.175 0.008 -0.115 0.177
C 4.5092 4.8355 0.2623 -0.471 0.304 -0.863 -0.063
C 5.7386 4.1803 0.8067 0.495 0.200 0.111 -0.323
O 5.4623 4.0698 2.1875 -0.345 -0.226 -0.469 0.120
C 4.1055 3.9641 2.2780 -1.247 -0.380 1.324 -0.539
O 3.5254 3.5884 3.2523 0.556 0.372 -0.863 0.171
O 3.4930 4.3319 1.1175 0.475 -0.236 0.485 0.077
F 6.8265 4.9745 0.6473 0.276 -0.041 -0.013 0.069
H 4.5428 5.9259 0.3409 0.230 -0.092 0.081 0.150
H 4.3178 4.5645 -0.7769 -0.153 -0.077 0.178 0.146
H 5.9405 3.1883 0.3917 0.162 0.106 0.012 0.173
C 0.7078 -3.3810 -3.5169 0.178 -1.029 -0.272 -0.063
C -0.2181 -2.5123 -2.7281 -0.102 -0.003 0.669 -0.321
O 0.2513 -1.2070 -2.9993 -0.117 -0.376 -0.563 0.124
C 0.8004 -1.2717 -4.2460 0.599 1.162 -1.112 -0.529
O 1.0564 -0.3163 -4.9171 -0.172 -0.828 0.644 0.172
O 1.0143 -2.5603 -4.6358 -0.224 0.638 0.282 0.081
F -0.0926 -2.7467 -1.3989 -0.100 0.197 0.162 0.063
H 1.6289 -3.6162 -2.9757 -0.149 0.151 0.172 0.151
H 0.2373 -4.3141 -3.8308 0.022 0.172 -0.150 0.137
H -1.2689 -2.5932 -3.0209 0.024 -0.018 0.198 0.180
C 9.5630 5.6672 2.7792 -0.607 0.552 -0.677 -0.070
C 9.7699 4.3106 3.3733 0.354 -0.521 -0.255 -0.325
O 10.7709 4.5333 4.3450 -0.581 0.411 0.024 0.140
C 10.6059 5.8256 4.7472 0.712 0.913 1.297 -0.531
O 11.0878 6.2871 5.7386 -0.385 -0.403 -0.927 0.173
O 9.8168 6.5250 3.8827 0.303 -0.466 0.384 0.077
F 10.2507 3.4426 2.4499 -0.061 -0.218 -0.009 0.074
H 10.2721 5.8890 1.9765 0.045 -0.259 0.075 0.150
H 8.5496 5.8051 2.3998 0.084 0.118 0.185 0.128
H 8.8810 3.8881 3.8509 0.091 -0.128 -0.107 0.177
C -9.9637 0.4777 -5.6054 -0.544 0.519 -0.672 -0.064
C -9.7543 -0.8693 -4.9897 0.312 -0.580 -0.385 -0.319
O -8.7587 -0.6282 -4.0153 -0.614 0.478 0.033 0.110
C -8.9334 0.6731 -3.6332 0.596 1.240 1.336 -0.515
O -8.4605 1.1556 -2.6435 -0.415 -0.635 -1.192 0.183
O -9.7197 1.3532 -4.5132 0.345 -0.526 0.453 0.085
F -9.2650 -1.7480 -5.8966 -0.057 -0.190 0.054 0.081
H -9.2511 0.6899 -6.4074 0.036 -0.250 0.083 0.150
H -10.9756 0.6059 -5.9923 0.080 0.133 0.192 0.145
H -10.6438 -1.2884 -4.5106 0.107 -0.125 -0.086 0.178
C -1.0410 -7.2625 0.1090 0.015 -0.887 0.506 -0.063
C -1.2215 -5.7886 0.2857 0.544 0.517 0.410 -0.319
O -1.1202 -5.2908 -1.0338 -0.536 -0.638 -0.053 0.113
C -1.5622 -6.2988 -1.8362 -0.338 -0.178 -1.442 -0.529
O -1.8734 -6.1556 -2.9830 0.381 -0.044 0.914 0.165
O -1.6135 -7.4870 -1.1722 -0.044 0.687 -0.293 0.081
F -0.2173 -5.2607 1.0238 -0.087 0.146 0.081 0.082
H 0.0114 -7.5595 0.0936 -0.016 0.258 0.053 0.150
H -1.5572 -7.8406 0.8766 -0.071 -0.011 -0.238 0.146
H -2.1863 -5.5012 0.7138 0.143 0.111 0.060 0.179